{
  "formula": "C7H5Cl2FN2O3",
  "method": "ωB97M-V/def2-TZVPD",
  "elements": ["C", "C", "C", "C", "C", "C", "C", "N", "N", "O", "O", "O", "F", "Cl", "Cl", "H", "H", "H", "H", "H"],
  "coordinates": [[2.220, -1.287, 0.416], [2.120, 0.955, -0.424], [2.819, -0.234, -0.272], [0.943, -1.115, 0.929], [0.313, 0.126, 0.714], [-2.473, -1.911, -1.094], [-1.780, 1.177, 0.775], [0.902, 1.116, 0.065], [-1.439, 2.274, 0.146], [-2.417, -1.953, 0.070], [-2.604, -2.290, -2.181], [-0.954, 0.272, 1.199], [-2.042, -0.058, -1.389], [4.401, -0.400, -0.902], [0.148, -2.357, 1.773], [2.736, -2.225, 0.546], [2.536, 1.805, -0.946], [-0.476, 2.264, -0.221], [-2.150, 2.839, -0.291], [-2.803, 1.000, 1.088]],
  "e_lumo_ev": [-0.55, -4.34],
  "energy_ha": -1625.06671,
  "gap_ha": [0.201, 0.185],
  "homo_energy_ev": [-6.034, -9.379],
  "charge": 0,
  "spin_multiplicity": 3
}



{
  "formula": "C7H5FN4",
  "method": "ωB97M-V/def2-TZVPD",
  "elements": ["C", "C", "C", "C", "C", "C", "C", "N", "N", "N", "N", "F", "H", "H", "H", "H", "H"],
  "coordinates": [[-2.620, -1.015, -0.010], [-1.917, -2.247, -0.011], [2.442, 1.436, 0.194], [3.514, 0.691, -0.153], [-1.652, -0.061, 0.058], [0.769, -0.180, 0.203], [2.604, -1.434, -0.056], [1.135, 1.019, 0.295], [3.598, -0.685, -0.162], [-0.628, -2.057, 0.061], [-0.449, -0.726, 0.102], [2.607, -2.720, 0.130], [-3.682, -0.875, -0.055], [-2.314, -3.241, -0.061], [2.544, 2.502, 0.334], [4.466, 1.161, -0.353], [-1.679, 1.009, 0.087]],
  "e_lumo_ev": 0.06,
  "energy_ha": -588.48875,
  "de_lowest_kcal_mol": 46.0,
  "gap_ha": 0.325,
  "homo_energy_ev": -8.798,
  "charge": 0
}



{
  "formula": "C7H5IN2O4",
  "method": "ωB97M-V/def2-TZVPD",
  "elements": ["C", "C", "C", "C", "C", "C", "C", "N", "N", "O", "O", "O", "O", "I", "H", "H", "H", "H", "H"],
  "coordinates": [[-0.817, 0.489, 0.908], [-1.166, -0.670, 0.316], [0.419, 1.093, 0.510], [-0.309, -1.317, -0.560], [1.208, 0.554, -0.511], [0.836, -0.697, -1.001], [1.629, -1.369, -2.058], [3.036, -1.394, -2.024], [1.033, -2.016, -3.003], [3.603, -0.673, -1.152], [-0.148, -2.269, -3.067], [3.657, -2.204, -2.695], [1.803, -2.509, -4.045], [0.872, -2.993, -5.706], [-1.359, 1.063, 1.597], [-2.056, -1.332, 0.352], [0.768, 1.853, 1.130], [-0.771, -2.092, -1.202], [2.271, 0.792, -0.629]],
  "e_lumo_ev": -1.50,
  "energy_ha": -977.60635,
  "de_lowest_kcal_mol": 27.4,
  "gap_ha": 0.286,
  "smiles": "O=[N+]([O-])/C(c1ccccc1)=[N+](/[O-])OI",
  "homo_energy_ev": -9.272,
  "charge": 0
}



{
  "formula": "C7H5N2O",
  "method": "ωB97M-V/def2-TZVPD",
  "elements": ["C", "C", "C", "C", "C", "C", "C", "N", "N", "O", "H", "H", "H", "H", "H"],
  "coordinates": [[2.587, 0.725, -0.831], [1.288, -0.050, 1.089], [0.114, -0.495, 1.688], [0.182, 0.419, -1.047], [1.387, 0.328, -0.280], [-0.939, 0.013, -0.460], [-1.070, -0.466, 0.913], [3.652, 1.071, -1.194], [-2.210, -0.147, -1.056], [-2.241, -0.847, 1.215], [2.263, -0.279, 1.498], [0.225, -1.014, 2.578], [0.214, 0.571, -2.133], [-2.568, 0.513, -1.763], [-2.884, -0.342, -0.218]],
  "e_lumo_ev": [3.98, 2.41],
  "energy_ha": -454.43419,
  "de_lowest_kcal_mol": 0.0,
  "gap_ha": [0.159, 0.256],
  "homo_energy_ev": [-0.334, -4.562],
  "charge": -1,
  "spin_multiplicity": 3
}



{
  "formula": "C7H5N3O",
  "method": "ωB97M-V/def2-TZVPD",
  "elements": ["C", "C", "C", "C", "C", "C", "C", "H", "H", "H", "H", "H", "N", "N", "N", "O"],
  "coordinates": [[0.453, -0.608, 1.404], [0.158, -0.103, -1.004], [-0.458, 0.710, -1.980], [-1.657, 1.374, -1.529], [-2.347, 1.222, -0.354], [-1.529, 0.489, 0.611], [-0.259, 0.166, 0.263], [2.119, -0.534, -1.730], [-0.028, 0.814, -3.021], [-2.033, 1.872, -2.540], [-3.300, 1.714, -0.313], [-1.539, 0.449, 1.728], [1.980, -0.777, 1.210], [2.356, -0.980, 0.092], [1.508, -0.688, -1.053], [-0.287, -0.836, 2.458]],
  "e_lumo_ev": -0.69,
  "energy_ha": -509.08368,
  "de_lowest_kcal_mol": 94.3,
  "gap_ha": 0.316,
  "smiles": "O=c1nn[nH]c2ccccc12",
  "homo_energy_ev": -9.278,
  "charge": 0
}



{
  "formula": "C7H5N3O2",
  "method": "ωB97M-V/def2-TZVPD",
  "elements": ["C", "C", "C", "C", "C", "C", "C", "H", "H", "H", "H", "H", "N", "N", "N", "O", "O"],
  "coordinates": [[0.216, -1.533, 2.681], [0.184, -0.752, 1.430], [-0.569, -1.126, 0.268], [-0.380, -0.162, -0.703], [-0.441, 1.035, -2.503], [0.475, 1.969, -1.994], [0.984, 1.749, -0.749], [-1.403, -2.632, 2.120], [-1.231, -1.896, 0.204], [-0.838, 1.237, -3.517], [0.663, 2.838, -2.594], [1.713, 2.273, -0.169], [-0.910, -0.095, -1.903], [0.425, 0.729, -0.055], [0.763, 0.406, 1.211], [-0.576, -2.707, 2.645], [0.923, -1.332, 3.630]],
  "e_lumo_ev": -0.60,
  "energy_ha": -584.46095,
  "de_lowest_kcal_mol": 34.8,
  "gap_ha": 0.307,
  "smiles": "O=C(O)c1cc2ncccn2n1",
  "homo_energy_ev": -8.948,
  "charge": 0
}



{
  "formula": "C7H5NO7Y",
  "method": "ωB97M-V/def2-TZVPD",
  "elements": ["O", "C", "Y", "O", "C", "C", "O", "C", "O", "C", "O", "N", "C", "C", "O", "O", "H", "H", "H", "H", "H"],
  "coordinates": [[4.602, 2.501, -2.348], [3.726, 1.943, -1.903], [1.517, 0.549, -0.774], [2.725, 0.823, 2.282], [2.358, 0.755, 1.179], [0.654, 0.300, -2.726], [0.116, 0.123, -3.742], [2.554, -1.321, -1.013], [3.042, -2.372, -1.105], [0.453, 2.383, -0.540], [-0.209, 3.324, -0.360], [-3.141, -1.213, 0.631], [-2.043, -1.130, 1.708], [-0.881, -0.241, 1.152], [-0.640, 0.792, 1.857], [-0.411, -0.674, 0.097], [-3.516, -0.292, 0.443], [-3.899, -1.784, 0.970], [-2.778, -1.615, -0.219], [-2.510, -0.723, 2.561], [-1.720, -2.128, 1.853]],
  "e_lumo_ev": -15.10,
  "energy_ha": -888.26097,
  "gap_ha": 0.216,
  "homo_energy_ev": -20.977,
  "charge": 3
}



{
  "formula": "C7H5NOS",
  "method": "ωB97M-V/def2-TZVPD",
  "elements": ["C", "C", "C", "C", "C", "C", "C", "N", "O", "S", "H", "H", "H", "H", "H"],
  "coordinates": [[-0.780, 2.048, -0.307], [-0.362, 1.870, -1.567], [-0.732, 1.466, 0.947], [0.217, 0.458, 1.062], [0.402, 0.848, -1.188], [0.818, 0.133, -0.118], [1.678, -1.037, -0.253], [1.182, -1.896, -1.158], [2.700, -1.160, 0.380], [-2.853, -0.734, 0.301], [-1.276, 1.728, 1.834], [0.446, 0.179, 2.022], [0.343, -1.574, -1.604], [1.474, -2.882, -1.243], [-3.257, 0.555, 0.891]],
  "e_lumo_ev": [-0.85, -2.54],
  "energy_ha": -797.65858,
  "de_lowest_kcal_mol": 191.2,
  "gap_ha": [0.335, 0.212],
  "homo_energy_ev": [-9.956, -8.302],
  "charge": 0
}